Here is a molecular structure, C4H9NO from the OMol25 dataset. Energies are from ωB97M-V/def2-TZVPD.

```
15
C4H9NO ωB97M-V/def2-TZVPD
C -1.24 1.95 -1.08
C -0.36 0.78 -0.75
N -0.55 0.09 0.41
C 0.77 0.02 0.74
O 1.35 -1.11 1.21
C 0.66 -2.33 0.96
H -2.27 1.66 -0.82
H -0.99 2.82 -0.47
H -1.19 2.23 -2.14
H 1.13 0.74 -0.44
H 0.02 0.22 -1.61
H 1.19 0.87 1.27
H 1.40 -3.12 0.97
H 0.14 -2.30 0.00
H -0.09 -2.51 1.75
```

Properties
energy relative to the best compared isomer or geometry (same formula, charge and spin): 472.5 kJ/mol
calculated total energy: -7827.42317 eV
HOMO-LUMO gap: 9.961 eV

Atomic partial charges in e from the Mulliken method, atoms 1 to 6: C -1.110; C 0.081; N -0.581; C -0.054; O -0.336; C -0.621


Here is 2 unconnected molecules or ions with the total composition C4H9NO at a distorted geometry from the OMol25 dataset. Energies are from ωB97M-V/def2-TZVPD.

```
15
C4H9NO ωB97M-V/def2-TZVPD
C -0.35 0.55 -0.41
C -1.60 1.36 -0.48
N 1.63 -1.32 0.19
C 0.68 0.82 0.42
C 1.77 -0.09 0.56
O -0.93 -1.77 0.23
H -1.18 -2.43 -0.42
H -0.15 -0.07 -1.28
H 0.17 -1.73 0.22
H 2.46 -1.90 0.25
H 0.62 1.63 1.14
H 2.65 0.25 1.12
H -1.60 1.97 -1.39
H -2.46 0.70 -0.52
H -1.70 2.02 0.38
```

Properties
energy relative to the best compared isomer or geometry (same formula, charge and spin): 220.2 kJ/mol
calculated total energy: -7830.03793 eV
SMILES string: [H]/N=C/C=C/C.O
HOMO-LUMO gap: 9.375 eV

Atomic partial charges in e from the Mulliken method, atoms 1 to 6: C 0.173; C -1.195; N -0.536; C -0.392; C -0.021; O -0.766


Here is 2 unconnected molecules or ions with the total composition C4H9NO at a distorted geometry from the OMol25 dataset. Energies are from ωB97M-V/def2-TZVPD.

```
15
C4H9NO ωB97M-V/def2-TZVPD
C 0.27 -2.45 0.63
C 0.53 -1.05 0.28
N -0.31 -0.23 -0.20
C 0.36 1.25 -0.25
O 1.02 1.47 0.78
C -0.82 2.24 -0.50
H 1.17 -3.07 0.65
H -0.54 -2.92 0.07
H -0.06 -2.33 1.67
H 1.44 -0.54 0.63
H 1.31 0.61 -1.38
H -1.03 -0.51 -0.86
H -1.60 1.91 -1.20
H -0.44 3.22 -0.81
H -1.30 2.41 0.48
```

Properties
energy relative to the best compared isomer or geometry (same formula, charge and spin): 443.7 kJ/mol
calculated total energy: -7827.72146 eV
HOMO-LUMO gap: 7.722 eV

Atomic partial charges in e from the Mulliken method, atoms 1 to 6: C -1.053; C 0.039; N -0.097; C 0.264; O -0.641; C -1.150


Here is a single C4H9NO molecule at a distorted geometry from the OMol25 dataset. Energies are from ωB97M-V/def2-TZVPD.

```
15
C4H9NO ωB97M-V/def2-TZVPD
C -0.96 0.22 0.71
C -0.30 -0.59 -0.32
C -0.90 -0.55 -1.68
N 0.41 0.59 0.10
C 1.63 0.39 1.30
O 2.54 -0.36 0.92
H -1.77 0.90 0.51
H 0.84 0.06 2.02
H -1.03 -0.23 1.72
H 0.24 -1.48 -0.02
H -0.15 -0.71 -2.45
H -1.39 0.42 -1.86
H -1.66 -1.33 -1.75
H 0.72 1.17 -0.69
H 1.80 1.49 1.48
```

Properties
energy relative to the best compared isomer or geometry (same formula, charge and spin): 393.1 kJ/mol
calculated total energy: -7828.24624 eV
SMILES string: C[C@@H]1C[N@H+]1C[O-]
HOMO-LUMO gap: 8.574 eV

Atomic partial charges in e from the Mulliken method, atoms 1 to 6: C -0.554; C 0.431; C -1.400; N -0.168; C -0.166; O -0.678


Here is a single C4H9NO molecule at a distorted geometry from the OMol25 dataset. Energies are from ωB97M-V/def2-TZVPD.

```
15
C4H9NO ωB97M-V/def2-TZVPD
C -1.09 -1.08 -0.87
N -0.91 -0.56 0.58
C 1.53 -0.04 0.19
C 0.11 0.39 0.75
C -0.23 1.66 0.02
O 0.27 2.02 -1.03
H -2.09 -1.48 -0.89
H -0.92 -0.29 -1.74
H -0.55 -1.93 -0.94
H -0.94 -1.44 1.13
H 2.11 0.84 -0.04
H 1.96 -0.61 1.09
H 1.58 -0.73 -0.64
H 0.03 0.81 1.86
H -0.85 2.43 0.53
```

Properties
energy relative to the best compared isomer or geometry (same formula, charge and spin): 280.0 kJ/mol
calculated total energy: -7829.41827 eV
SMILES string: CN[C@@H](C)C=O
HOMO-LUMO gap: 9.764 eV

Atomic partial charges in e from the Mulliken method, atoms 1 to 6: C -1.020; N -0.435; C -1.127; C 0.368; C -0.262; O -0.469


Here is 2 unconnected molecules or ions with the total composition C4H9NO at a distorted geometry from the OMol25 dataset. Energies are from ωB97M-V/def2-TZVPD.

```
15
C4H9NO ωB97M-V/def2-TZVPD
C -1.07 0.36 0.32
C 0.14 0.55 1.18
C 1.35 -0.09 1.07
C 1.97 0.04 -0.24
N 3.35 0.22 -0.21
O 1.41 -0.05 -1.32
H -1.87 1.09 0.36
H -1.42 -0.64 0.09
H -0.24 0.77 -0.36
H -0.02 1.08 2.12
H -6.59 -1.36 -1.78
H -6.56 -1.71 -2.44
H 1.95 -0.30 1.94
H 3.88 -0.37 0.41
H 3.70 0.40 -1.14
```

Properties
energy relative to the best compared isomer or geometry (same formula, charge and spin): 386.8 kJ/mol
calculated total energy: -7828.31091 eV
SMILES string: C/C=C\C(N)=O.[H][H]
HOMO-LUMO gap: 9.091 eV

Atomic partial charges in e from the Mulliken method, atoms 1 to 6: C -0.674; C -0.317; C -0.382; C 0.636; N -0.474; O -0.615


Here is a single C4H9NO molecule at a distorted geometry from the OMol25 dataset. Energies are from ωB97M-V/def2-TZVPD.

```
15
C4H9NO ωB97M-V/def2-TZVPD
C -1.20 -1.54 -0.20
C 0.15 -1.05 0.35
N 0.29 0.32 0.31
C -0.61 1.19 -0.46
C 1.63 0.84 0.59
O 0.87 -1.89 0.84
H -1.20 -1.35 -1.29
H -2.16 -1.18 0.14
H -1.21 -2.63 -0.04
H -0.07 1.48 -1.36
H -1.56 0.82 -0.79
H -0.80 2.01 0.24
H 1.62 1.59 1.39
H 1.88 1.34 -0.37
H 2.35 0.04 0.66
```

Properties
energy relative to the best compared isomer or geometry (same formula, charge and spin): 107.0 kJ/mol
calculated total energy: -7831.21134 eV
SMILES string: CC(=O)N(C)C
HOMO-LUMO gap: 10.226 eV

Atomic partial charges in e from the Mulliken method, atoms 1 to 6: C -1.295; C 0.851; N 0.027; C -0.974; C -0.951; O -0.613


Here is a single C4H9NO molecule at a distorted geometry from the OMol25 dataset. Energies are from ωB97M-V/def2-TZVPD.

```
15
C4H9NO ωB97M-V/def2-TZVPD
C -1.14 -0.97 -0.26
C -0.24 0.28 0.04
C 1.20 0.07 0.37
C -0.94 1.41 0.68
H -0.68 -1.73 -1.00
H -1.32 -1.53 0.70
H -2.14 -0.54 -0.65
H 1.68 1.11 0.56
H 1.21 -0.55 1.26
H 1.67 -1.63 -0.75
H 1.67 -0.16 -1.62
H -0.43 2.07 1.39
H -2.03 1.24 0.69
N 1.96 -0.60 -0.75
O -0.47 1.53 -0.66
```

Properties
energy relative to the best compared isomer or geometry (same formula, charge and spin): 241.6 kJ/mol
calculated total energy: -7829.81634 eV
SMILES string: C[C@]1(CN)CO1
HOMO-LUMO gap: 10.410 eV

Atomic partial charges in e from the Mulliken method, atoms 1 to 6: C -1.233; C 1.081; C -0.738; C -0.680; H 0.289; H 0.281


Repeat the first record exactly.
Here is a molecular structure, C4H9NO from the OMol25 dataset. Energies are from ωB97M-V/def2-TZVPD.

```
15
C4H9NO ωB97M-V/def2-TZVPD
C -1.24 1.95 -1.08
C -0.36 0.78 -0.75
N -0.55 0.09 0.41
C 0.77 0.02 0.74
O 1.35 -1.11 1.21
C 0.66 -2.33 0.96
H -2.27 1.66 -0.82
H -0.99 2.82 -0.47
H -1.19 2.23 -2.14
H 1.13 0.74 -0.44
H 0.02 0.22 -1.61
H 1.19 0.87 1.27
H 1.40 -3.12 0.97
H 0.14 -2.30 0.00
H -0.09 -2.51 1.75
```

Properties
energy relative to the best compared isomer or geometry (same formula, charge and spin): 472.5 kJ/mol
calculated total energy: -7827.42317 eV
HOMO-LUMO gap: 9.961 eV

Atomic partial charges in e from the Mulliken method, atoms 1 to 6: C -1.110; C 0.081; N -0.581; C -0.054; O -0.336; C -0.621